{
  "formula": "C26H49NO4PtSi2",
  "method": "wB97M-V/def2-TZVPD",
  "multiplicity": 3,
  "e_lumo_ev": [-0.898, -0.967],
  "homo_lumo_gap_ha": [0.204, 0.273],
  "symbols": ["O", "O", "C", "C", "H", "H", "H", "H", "H", "C", "C", "H", "H", "H", "H", "H", "C", "C", "C", "H", "H", "H", "H", "H", "C", "H", "H", "H", "H", "H", "H", "Pt", "C", "Si", "H", "H", "C", "C", "C", "C", "Si", "H", "H", "C", "C", "C", "H", "H", "H", "H", "H", "H", "H", "H", "H", "H", "H", "H", "H", "H", "H", "H", "H", "H", "O", "C", "O", "C", "C", "C", "C", "C", "C", "C", "C", "C", "N", "H", "H", "H", "H", "H", "H"],
  "coordinates": [[-0.6030, -1.7251, -1.4297], [0.9885, 1.3934, -5.0529], [0.2976, -2.7352, -1.9363], [-0.3349, -4.0700, -1.6751], [1.2169, -2.6702, -1.3330], [0.5553, -2.5380, -2.9929], [-0.3896, -4.1845, -0.5762], [0.2704, -4.8800, -2.1000], [-1.3516, -4.1021, -2.0952], [-1.5709, -1.1731, -2.3356], [-1.3440, -1.4264, -3.8143], [-1.5925, -0.0890, -2.1375], [-2.5590, -1.5465, -2.0222], [-0.4486, -0.9074, -4.1816], [-2.2014, -1.0508, -4.3912], [-1.2499, -2.4926, -4.0234], [0.6004, 2.4619, -4.1786], [2.3850, 1.0613, -4.9069], [-0.8403, 2.8453, -4.5069], [1.2723, 3.3540, -4.2443], [0.6484, 2.0791, -3.1341], [-0.9892, 2.9669, -5.5875], [-1.0798, 3.8000, -4.0261], [-1.5266, 2.0773, -4.1171], [2.9344, 0.6355, -6.2673], [2.4074, 0.1967, -4.2143], [2.9904, 1.8801, -4.4446], [2.3578, -0.2004, -6.6771], [3.9743, 0.3150, -6.1800], [2.9070, 1.4720, -6.9725], [0.2437, -0.0862, -0.1355], [0.1115, -0.9981, 1.3423], [1.0179, 0.6612, -0.4205], [2.7099, 0.5689, 0.3408], [1.2083, 0.4826, -1.4850], [0.4730, 1.5735, -0.1978], [3.6411, -0.7877, -0.5683], [3.1642, 0.4071, 2.1443], [3.3829, 2.2620, -0.1685], [-1.8607, -1.4904, 1.2555], [-3.1289, -0.0769, 1.1669], [-1.9769, -1.9672, 2.2438], [-1.9969, -2.2815, 0.4945], [-4.5571, -0.7085, 0.1257], [-2.5313, 1.5501, 0.4405], [-3.7594, 0.2227, 2.9150], [3.0428, 2.5858, -1.1591], [4.4757, 2.2510, -0.1942], [3.0826, 3.0406, 0.5423], [3.3487, -1.7745, -0.1874], [4.7220, -0.6599, -0.4122], [3.4493, -0.7638, -1.6495], [3.0401, -0.6170, 2.5203], [2.6008, 1.0926, 2.7900], [4.2335, 0.6686, 2.2482], [-3.0314, 1.7434, -0.5232], [-1.4483, 1.5692, 0.2723], [-2.7866, 2.3726, 1.1284], [-4.6683, 0.8464, 2.8950], [-3.0134, 0.7166, 3.5540], [-4.0214, -0.7441, 3.3723], [-5.4712, -0.1770, 0.4243], [-4.7076, -1.7858, 0.2905], [-4.3735, -0.5390, -0.9443], [1.2455, -4.1235, 3.5269], [0.9017, -3.0296, 3.0802], [0.8979, -2.7844, 1.7764], [0.5079, -1.9129, 3.9675], [0.3330, -2.0062, 5.3431], [-0.1111, -0.9078, 6.0497], [-0.3476, 0.3231, 5.4051], [-0.8701, 1.4659, 6.0606], [-1.0813, 2.6422, 5.3877], [-0.7313, 2.7536, 4.0378], [-0.1945, 1.6549, 3.3550], [-0.0784, 0.4132, 4.0107], [0.2463, -0.7539, 3.3399], [0.5622, -2.9655, 5.7679], [-0.2755, -0.9709, 7.1189], [-1.0832, 1.3580, 7.1239], [-1.5067, 3.5013, 5.9187], [-0.8721, 3.6953, 3.5085], [0.1176, 1.7428, 2.3146]],
  "lowdin_spin": [0.0370, 0.0000, 0.0030, 0.0003, 0.0010, 0.0001, 0.0000, 0.0001, 0.0000, 0.0024, 0.0009, 0.0000, -0.0001, 0.0000, 0.0002, 0.0000, -0.0001, 0.0000, 0.0000, 0.0000, 0.0000, 0.0000, 0.0000, 0.0000, 0.0000, 0.0000, 0.0000, 0.0000, 0.0000, 0.0000, 0.0345, 1.0373, 0.0543, 0.0232, 0.0013, 0.0036, 0.0007, 0.0133, 0.0067, 0.2276, 0.0447, 0.0123, 0.0218, 0.0131, 0.0097, 0.0019, 0.0000, 0.0009, 0.0001, 0.0003, 0.0000, 0.0000, 0.0022, 0.0001, 0.0015, 0.0006, 0.0040, 0.0002, 0.0003, 0.0001, 0.0003, 0.0019, 0.0010, 0.0004, 0.0392, 0.0148, 0.1641, 0.0331, -0.0009, 0.0239, 0.0043, 0.0062, -0.0030, 0.0061, 0.0053, 0.0265, 0.1084, 0.0004, 0.0014, 0.0006, -0.0003, 0.0005, 0.0046]
}

{
  "formula": "C26H50AgBr8F9FeNO12S3",
  "method": "wB97M-V/def2-TZVPD",
  "total_charge": 2,
  "multiplicity": 6,
  "e_lumo_ev": [-6.681, -8.633],
  "homo_lumo_gap_ha": [0.234, 0.162],
  "symbols": ["Ag", "Fe", "O", "H", "H", "H", "C", "C", "C", "O", "H", "H", "H", "H", "H", "H", "H", "C", "F", "F", "F", "S", "O", "O", "O", "C", "F", "F", "F", "S", "O", "O", "N", "S", "O", "O", "C", "F", "F", "F", "C", "C", "C", "O", "C", "H", "H", "H", "H", "H", "H", "H", "H", "C", "C", "C", "O", "C", "H", "H", "H", "H", "H", "H", "H", "H", "C", "C", "C", "O", "C", "H", "H", "H", "H", "H", "H", "H", "H", "Br", "C", "C", "Br", "H", "H", "H", "H", "Br", "C", "C", "Br", "H", "H", "H", "H", "Br", "C", "C", "Br", "H", "H", "H", "H", "Br", "C", "C", "Br", "H", "H", "H", "H"],
  "coordinates": [[0.1214, -0.2426, 4.0698], [-2.1071, 0.9698, 0.9322], [-4.9486, -3.1212, -3.1947], [-4.4793, -3.9188, -2.9391], [-5.7746, -3.4162, -3.5850], [-5.0537, -2.5430, -2.4356], [-5.7598, 1.2937, -1.2035], [-5.3246, 1.8246, 0.2175], [-6.5291, 1.9092, 1.1627], [-4.2426, 1.0415, 0.7236], [-6.4349, 0.4382, -1.1815], [-4.9269, 1.1742, -1.8965], [-6.3122, 2.1210, -1.6491], [-4.9965, 2.8478, 0.0344], [-6.1056, 2.2068, 2.1219], [-7.1692, 1.0270, 1.1745], [-7.2070, 2.7094, 0.8655], [-2.1329, -3.8048, 1.3836], [-2.5901, -4.7709, 2.1608], [-0.8439, -3.9841, 1.0579], [-2.8804, -3.7582, 0.2960], [-2.2902, -2.1691, 2.2845], [-3.5724, -2.1780, 3.0717], [-1.1015, -2.1610, 3.1726], [-2.3628, -1.0427, 1.3380], [1.8945, 1.8294, 0.0233], [1.6449, 2.0391, -1.2772], [3.1881, 1.6555, 0.2473], [1.3841, 2.7986, 0.7601], [1.0298, 0.1767, 0.4285], [1.9217, -0.8049, -0.1602], [0.9870, 0.0935, 1.8638], [-0.6533, 0.3516, -0.1956], [-0.4622, -0.5417, -1.5527], [0.4284, 0.0034, -2.5258], [-0.2762, -1.9829, -1.3347], [-2.2031, -0.3684, -2.3583], [-2.3259, 0.8849, -2.6888], [-2.2198, -1.1365, -3.4116], [-3.1441, -0.8431, -1.5008], [-1.0751, 4.7809, -1.1637], [-1.8836, 5.2627, 0.0117], [-1.8793, 3.9754, 0.9169], [-1.8090, 2.9174, 0.0161], [-1.5985, 3.3306, -1.3596], [-0.0054, 4.8273, -0.9594], [-1.3140, 5.3759, -2.0452], [-2.8415, 5.6401, -0.3461], [-1.4438, 6.1190, 0.5229], [-2.7410, 3.9153, 1.5816], [-0.9313, 4.0372, 1.4514], [-2.5499, 3.4666, -1.8739], [-0.8872, 2.7176, -1.9131], [4.1018, 2.4109, 4.0479], [3.0800, 3.3057, 4.6411], [1.7889, 2.5834, 4.2990], [2.1448, 1.2086, 4.4268], [3.5521, 0.9894, 4.3170], [5.0973, 2.6240, 4.4375], [4.1883, 2.5794, 2.9745], [3.1695, 4.2770, 4.1548], [3.1259, 3.3578, 5.7289], [1.4042, 2.7721, 3.2967], [0.9691, 2.7699, 4.9927], [3.7232, 0.3002, 3.4900], [3.9300, 0.6057, 5.2646], [2.4564, -3.9421, 3.1747], [2.1446, -4.4349, 4.5345], [1.3909, -3.1845, 5.1281], [1.8514, -2.0279, 4.4077], [2.8156, -2.4634, 3.4214], [1.5660, -4.1007, 2.5663], [3.2964, -4.4620, 2.7140], [3.0874, -4.6670, 5.0298], [1.4623, -5.2732, 4.3935], [1.5296, -3.1583, 6.2090], [0.3282, -3.3204, 4.9275], [3.8228, -2.4324, 3.8368], [2.7087, -1.9585, 2.4613], [1.2670, -5.9870, -4.8574], [1.5553, -4.5062, -3.5443], [1.5473, -3.1257, -4.1750], [-0.1350, -2.8165, -5.1211], [2.5311, -4.8253, -3.1782], [0.8350, -4.7580, -2.7660], [2.3817, -2.9158, -4.8443], [1.6689, -2.2432, -3.5469], [2.4795, -5.4232, -0.2930], [4.2203, -4.5337, -0.7029], [4.1253, -3.0450, -0.5223], [5.9780, -2.2203, -0.7561], [4.5107, -4.9482, -1.6683], [4.9635, -4.8348, 0.0354], [3.8503, -2.7952, 0.5024], [3.4622, -2.5832, -1.2539], [-6.4170, 3.3157, -4.7430], [-4.5518, 2.7671, -5.1801], [-3.6757, 3.9934, -5.3078], [-4.1445, 4.9585, -6.9731], [-4.6739, 2.0418, -5.9845], [-4.1729, 2.0708, -4.4320], [-2.6733, 3.5819, -5.1900], [-3.8642, 4.6257, -4.4402], [3.8232, -0.2211, -3.5669], [5.6687, 0.4007, -2.9792], [5.5614, 1.2957, -1.7698], [7.4047, 1.9522, -1.3752], [6.1064, 1.0023, -3.7758], [6.3496, -0.3863, -2.6550], [5.1993, 0.7350, -0.9081], [4.8727, 2.0953, -2.0429]],
  "lowdin_spin": [-0.0003, 3.7796, 0.0000, 0.0000, 0.0000, 0.0000, 0.0779, 0.0699, 0.0297, 0.8055, 0.0011, -0.0009, 0.0068, 0.0031, -0.0006, 0.0002, 0.0044, 0.0018, 0.0007, 0.0002, 0.0001, 0.0068, 0.0045, 0.0012, 0.0488, 0.0023, 0.0002, 0.0008, 0.0006, 0.0088, 0.0115, 0.0022, 0.0582, 0.0072, 0.0073, 0.0067, -0.0002, -0.0005, 0.0001, -0.0002, 0.0012, 0.0024, 0.0041, 0.0405, 0.0027, 0.0000, 0.0003, 0.0000, 0.0002, 0.0012, -0.0002, 0.0003, 0.0002, 0.0000, 0.0000, 0.0000, 0.0000, 0.0000, 0.0000, 0.0000, 0.0000, 0.0000, 0.0000, 0.0000, 0.0000, 0.0000, 0.0000, 0.0000, 0.0000, 0.0000, 0.0000, 0.0000, 0.0000, 0.0000, 0.0000, 0.0000, 0.0000, 0.0000, 0.0000, 0.0000, 0.0000, 0.0000, 0.0001, 0.0000, 0.0000, 0.0000, 0.0000, 0.0000, 0.0000, 0.0000, 0.0000, 0.0000, 0.0000, 0.0000, 0.0000, 0.0014, 0.0000, 0.0000, 0.0001, 0.0000, 0.0000, 0.0000, 0.0000, 0.0000, 0.0000, 0.0000, 0.0000, 0.0000, 0.0000, 0.0000, 0.0000]
}

Values of molecular weight, in order: 690.93; 1638.81, all in u.
Values of max |F|, in order: 3.11; 6.50, all in eV/A.